P.
Entry from OMol25: the ion C5H13N2O with charge +2 (wB97M-V/def2-TZVPD).

Properties
total charge	+2
2S+1	2

Positions of all 21 atoms, in Å:
H1 0.4649 2.2486 -0.6758
H2 0.2760 -1.5412 -1.7783
H3 2.0203 1.5081 -1.1648
N1 0.4527 0.1674 -0.3898
N2 1.5303 -1.2132 1.4916
H4 -0.8213 1.6624 1.1699
C1 1.0646 -2.0640 0.3837
H5 1.9604 -0.9671 -1.2584
O1 -2.7564 1.7795 0.4608
C2 -1.6534 1.2839 0.4696
C3 0.8785 -1.1287 -0.9368
C4 0.8912 1.3990 -1.1308
H6 0.1737 -2.4302 0.7031
H7 2.5364 -1.1935 1.6462
H8 1.0953 -1.5640 2.3692
H9 -1.4546 0.3963 -1.4686
H10 1.0733 -0.2739 1.0262
C5 -1.1671 0.1336 -0.4301
H11 1.7598 -3.0036 0.2813
H12 -1.5532 -0.8837 -0.1948
H13 0.5560 1.3836 -2.1880

Atomic partial charges in e from the natural (NBO) method, atoms 1 to 2: atom 1 (H): 0.21, atom 2 (H): 0.26

***

Q.
Entry from OMol25: the ion C5H13N2O with charge +2 (wB97M-V/def2-TZVPD).

Properties
total charge	+2
2S+1	2

Positions of all 21 atoms, in Å:
N1 1.8736 1.1059 -0.3931
N2 -0.8383 1.2645 -0.7684
H1 -1.5193 0.3749 0.8901
C1 -1.2711 -0.0491 -0.0320
C2 1.6823 0.3913 0.8603
H2 -1.0451 1.0847 -1.7171
C3 -0.3093 -1.1887 0.0066
H3 2.2963 0.4649 -0.9974
H4 2.5820 0.2556 1.4747
H5 -0.6692 -2.1343 0.3491
H6 -3.2739 -1.1405 0.0874
H7 2.5168 1.8945 -0.2889
H8 0.2743 1.2525 -0.7376
H9 -1.2589 2.1091 -0.2732
C4 -2.5846 -0.6650 -0.6266
H10 -0.0548 -1.5803 -0.9936
H11 1.6573 -1.7787 0.6866
C5 0.9006 -0.9574 0.8858
H12 0.7570 -1.1703 1.9602
H13 1.0206 1.0536 1.4586
O1 -2.7362 -0.5870 -1.8316

Atomic partial charges in e from the natural (NBO) method, atoms 1 to 2: atom 1 (N): -0.83, atom 2 (N): -0.73

***

Relative to the most stable structure, the computed energies are P 26.1; Q 0.0, all in kJ/mol.

***

P.
Entry from OMol25: an isolated molecule of C4H10ClN (wB97M-V/def2-TZVPD).

Properties
SMILES	C[C@@H](Cl)CCN

Positions of all 16 atoms, in Å:
N1 -2.0554 1.0819 -0.3766
H1 3.0682 0.1915 0.1148
H2 -1.7072 -0.2029 1.3188
C1 -1.6454 -0.1775 0.1936
H3 2.1420 -1.5035 0.0317
C2 -0.2333 -0.5797 -0.1343
Cl1 0.8751 1.9597 -0.0125
H4 -0.1702 -0.6387 -1.2576
H5 -2.3062 -1.0565 -0.1441
H6 2.1256 -0.5833 -1.3210
H7 -1.3449 1.7297 -0.2401
H8 -2.9220 1.4512 0.0593
H9 1.0649 0.1642 1.4244
C3 2.2016 -0.4309 -0.2380
C4 0.9420 0.2520 0.3239
H10 -0.0349 -1.6571 0.2577

Atomic partial charges in e from the natural (NBO) method, atoms 1 to 2: atom 1 (N): -0.84, atom 2 (H): 0.23

***

Q.
Entry from OMol25: an isolated molecule of C4H10ClN (wB97M-V/def2-TZVPD).

Properties
SMILES	CN(C)CCCl

Positions of all 16 atoms, in Å:
C1 0.9331 -0.2454 0.7611
H1 -2.4925 1.7378 0.7015
H2 0.6531 0.6990 1.3271
H3 -2.9766 -0.8648 -1.1584
H4 -3.3474 -0.6108 0.5230
H5 -2.0360 1.6833 -1.0294
C2 -2.5572 -0.9048 -0.1789
H6 1.1609 -1.0879 1.4197
H7 -2.4577 -1.8288 0.3340
H8 0.2903 0.0554 -1.1690
H9 -0.6672 1.9166 0.2869
C3 -1.7028 1.4209 -0.0526
C4 -0.1359 -0.4025 -0.2424
N1 -1.4021 -0.0254 0.1790
H10 -0.1046 -1.5243 -0.5184
Cl1 2.5041 0.0466 -0.2172

Atomic partial charges in e from the natural (NBO) method, atoms 1 to 2: atom 1 (C): -0.31, atom 2 (H): 0.20

***

Relative to the most stable structure, the computed energies are P 0.0; Q 110.8, all in kJ/mol.

***

P.
Entry from OMol25: a cluster of 2 separate species, C2H7N4OS in total (wB97M-V/def2-TZVPD).

Properties
total charge	+1

Positions of all 15 atoms, in Å:
H1 0.7346 2.8218 0.2701
N1 0.0649 -0.1823 -0.2186
N2 0.1497 2.1103 -0.1091
C1 -1.9174 -0.6868 0.0899
H2 -2.6742 -2.5815 -0.0142
H3 -0.6012 2.0105 -0.7688
H4 1.0310 -1.8551 -0.6023
H5 2.7504 0.1869 0.3866
N3 2.0961 0.9365 0.1505
H6 -1.0225 -2.6053 0.1153
O1 0.7510 -1.3609 0.1980
H7 2.5881 1.7821 0.2848
S1 -2.8859 0.4851 0.2616
C2 0.7467 0.9070 -0.0460
N4 -1.8112 -1.9685 0.0021

Atomic partial charges in e from the natural (NBO) method, atoms 1 to 2: atom 1 (H): 0.43, atom 2 (N): -0.26

***

Q.
Entry from OMol25: a cluster of 2 separate species, C2H7N4OS in total (wB97M-V/def2-TZVPD).

Properties
total charge	+1

Positions of all 15 atoms, in Å:
O1 -0.8784 -1.4918 0.8504
N1 -1.2301 1.9047 -0.1676
H1 4.7517 -2.0818 -0.2375
N2 -0.4512 -0.1401 0.6287
H2 -2.6057 -1.0371 -0.1295
H3 -0.3690 2.4351 0.0703
N3 4.2287 -1.3028 -0.4942
H4 0.4977 -0.0100 0.2752
S1 2.4202 0.7861 -0.4179
C1 3.3401 -0.5124 -0.4702
H5 -3.4708 0.4396 -0.7234
N4 -2.5803 0.0223 -0.2867
H6 -0.1487 -2.1320 1.2749
H7 -2.0469 2.5420 -0.3131
C2 -1.4573 0.5783 0.1405

Atomic partial charges in e from the natural (NBO) method, atoms 1 to 2: atom 1 (O): -0.59, atom 2 (N): -0.79

***

Relative to the most stable structure, the computed energies are P 78.6; Q 0.0, all in kJ/mol.

***

P.
Entry from OMol25: a cluster of 2 separate species, CH3BrOS in total (wB97M-V/def2-TZVPD).

Positions of all 7 atoms, in Å:
O1 -0.8322 -0.8447 0.8232
C1 1.3909 0.0694 -0.1264
H1 1.7169 -0.1766 0.8378
Br1 -2.3204 1.4270 -0.4558
S1 -2.2395 -0.7211 0.3584
H2 1.8322 -0.4526 -0.9688
H3 0.4520 0.6985 -0.4683

Atomic partial charges in e from the natural (NBO) method, atoms 1 to 2: atom 1 (O): -0.73, atom 2 (C): -0.49

***

Q.
Entry from OMol25: an isolated molecule of CH3BrOS (wB97M-V/def2-TZVPD).

Positions of all 7 atoms, in Å:
Br1 -3.1715 0.4801 0.0905
H1 0.6594 -0.5787 -0.1862
S1 -1.7582 -0.9923 -0.6677
C1 -0.2114 -0.1152 -0.0627
H2 -0.2544 0.7737 -0.5713
H3 -0.4137 -0.0070 1.0318
O1 -1.7468 -2.3359 0.4490

Atomic partial charges in e from the natural (NBO) method, atoms 1 to 2: atom 1 (Br): -0.09, atom 2 (H): 0.23

***

Relative to the most stable structure, the computed energies are P 115.0; Q 0.0, all in kJ/mol.